one | A 2-piece molecular cluster, H4O2 overall. Source: the OMol25 dataset; level of theory: ωB97M-V/def2-TZVPD.

Results
- Lowest unoccupied orbital energy: 0.6 eV
- HOMO-LUMO gap: 11.3 eV

Each atom is followed by the atoms it is bonded to, with distances in Å.
Cartesian coordinates (Å):
1 O -0.98270 -0.00448 -0.09609  H2 0.971, H3 0.984
2 H -1.05241 0.90110 0.24737  O1 0.971
3 H -1.92061 -0.29206 -0.16813  O1 0.984
4 O 1.50079 0.14654 -0.13930  H5 0.982, H6 0.959
5 H 1.86760 -0.61372 0.36240  O4 0.982
6 H 0.58733 -0.13737 -0.20626  O4 0.959



two | A 2-piece molecular cluster, H4O2 overall. Source: the OMol25 dataset; level of theory: ωB97M-V/def2-TZVPD.

Results
- Lowest unoccupied orbital energy: 0.7 eV
- HOMO-LUMO gap: 12.0 eV

Each atom is followed by the atoms it is bonded to, with distances in Å.
Cartesian coordinates (Å):
1 O 1.50955 -0.30787 -0.18351  H2 0.976, H3 0.965
2 H 2.34965 -0.43172 0.29682  O1 0.976
3 H 1.38615 0.64844 -0.13544  O1 0.965
4 O -1.78451 -0.33456 -0.19930  H5 0.971, H6 0.974
5 H -1.21699 0.43369 -0.37390  O4 0.971
6 H -2.24386 -0.00798 0.59533  O4 0.974



It is one that is most stable; the runner-up trails by 6.2 kJ/mol.



one | A 2-piece molecular cluster, H4O2 overall. Source: the OMol25 dataset; level of theory: ωB97M-V/def2-TZVPD.

Results
- Lowest unoccupied orbital energy: 0.7 eV
- HOMO-LUMO gap: 11.6 eV

Each atom is followed by the atoms it is bonded to, with distances in Å.
Cartesian coordinates (Å):
1 O 0.99489 -7.29554 -30.33373  H2 0.957, H3 0.957
2 H 1.49884 -8.10735 -30.27686  O1 0.957
3 H 0.52819 -7.24387 -29.49961  O1 0.957
4 O 0.73168 -4.92765 -31.96576  H5 0.957, H6 0.957
5 H 0.94208 -5.47205 -31.20708  O4 0.957
6 H 1.50527 -4.37739 -32.08823  O4 0.957



two | A 2-piece molecular cluster, H4O2 overall. Source: the OMol25 dataset; level of theory: ωB97M-V/def2-TZVPD.

Results
- Lowest unoccupied orbital energy: 0.5 eV
- HOMO-LUMO gap: 12.2 eV

Each atom is followed by the atoms it is bonded to, with distances in Å.
Cartesian coordinates (Å):
1 O -0.87183 8.17987 -0.47190  H2 0.984, H3 0.984
2 H -0.10390 7.62765 -0.74319  O1 0.984
3 H -0.70461 9.05725 -0.88483  O1 0.984
4 O 1.37543 9.63044 -1.15877  H5 0.984, H6 0.984
5 H 0.70631 10.32226 -0.95400  O4 0.984
6 H 0.87236 8.93238 -1.63615  O4 0.984



It is one that is most stable; the runner-up trails by 51.7 kJ/mol.



one | A 2-piece molecular cluster, H4O2 overall. Source: the OMol25 dataset; level of theory: ωB97M-V/def2-TZVPD.

Results
- Lowest unoccupied orbital energy: 1.1 eV
- HOMO-LUMO gap: 12.7 eV

Each atom is followed by the atoms it is bonded to, with distances in Å.
Cartesian coordinates (Å):
1 O -2.13781 3.32282 0.70162  H2 0.967, H3 0.965
2 H -1.60297 3.12890 1.48410  O1 0.967
3 H -3.04803 3.29838 1.02125  O1 0.965
4 O 2.19202 -3.30271 -0.69528  H5 0.972, H6 0.967
5 H 1.57200 -2.93589 -1.34758  O4 0.972
6 H 2.87124 -3.67940 -1.27107  O4 0.967



two | A 2-piece molecular cluster, H4O2 overall. Source: the OMol25 dataset; level of theory: ωB97M-V/def2-TZVPD.

Results
- Lowest unoccupied orbital energy: 0.7 eV
- HOMO-LUMO gap: 11.9 eV

Each atom is followed by the atoms it is bonded to, with distances in Å.
Cartesian coordinates (Å):
1 O 1.41821 -0.25108 0.13495  H2 0.984, H3 0.938
2 H 2.06163 -0.43808 -0.58615  O1 0.984
3 H 1.11045 0.60966 -0.07436  O1 0.938
4 O -1.49805 -0.27378 -0.09221  H5 0.992, H6 0.969
5 H -1.00982 0.58925 -0.06244  O4 0.992
6 H -2.08243 -0.23597 0.68022  O4 0.969



three | A 2-piece molecular cluster, H4O2 overall. Source: the OMol25 dataset; level of theory: ωB97M-V/def2-TZVPD.

Results
- Lowest unoccupied orbital energy: 0.7 eV
- HOMO-LUMO gap: 12.0 eV

Each atom is followed by the atoms it is bonded to, with distances in Å.
Cartesian coordinates (Å):
1 O 0.01097 0.86972 1.94771  H2 1.000, H3 0.989
2 H 0.21308 0.87243 0.96807  O1 1.000
3 H 0.51608 0.06632 2.22664  O1 0.989
4 O -0.03303 -0.20901 -1.67934  H5 0.956, H6 0.978
5 H -0.94598 -0.47316 -1.57946  O4 0.956
6 H 0.23887 -1.12630 -1.88363  O4 0.978



four | A 2-piece molecular cluster, H4O2 overall. Source: the OMol25 dataset; level of theory: ωB97M-V/def2-TZVPD.

Results
- Lowest unoccupied orbital energy: 0.5 eV
- HOMO-LUMO gap: 11.1 eV

Each atom is followed by the atoms it is bonded to, with distances in Å.
Cartesian coordinates (Å):
1 O 2.99391 1.34918 13.36385  H2 0.957, H3 0.957
2 H 3.02878 1.99822 14.06653  O1 0.957
3 H 3.05981 0.50614 13.81235  O1 0.957
4 O 4.12726 3.07710 12.38966  H5 0.957, H6 0.957
5 H 4.04110 2.16646 12.67169  O4 0.957
6 H 3.54118 3.56421 12.96886  O4 0.957



It is one that is most stable; the runner-up trails by 8.1 kJ/mol.